Record 1
C6H7N3O2 | ωB97M-V/def2-TZVPD

- Kohn-Sham gap: 9.2 eV
- Relative energy (zero: lowest compared OMol25 entry of this formula, charge and spin): 1.081 eV
- Highest occupied orbital energy: -8.92 eV
- Total energy: -14899.4508 eV
- Lowest unoccupied orbital energy: 0.3 eV

The geometry in ORCA input format:
```
! RIJCOSX wB97M-V def2-TZVPD def2/J DEFGRID3
* xyz 0 1
O -4.97 -0.78 -1.16
O -2.75 -0.26 -0.81
N 0.14 1.14 -0.24
N 2.83 -1.49 -1.62
N -0.96 1.78 1.56
C -0.75 1.99 0.28
C -3.85 -0.53 -0.99
C 2.48 -0.76 -0.39
C 1.30 -0.95 0.42
C -0.23 0.68 1.83
C 0.52 0.30 0.77
H -1.26 2.82 -0.26
H 1.67 -1.48 1.30
H -0.28 0.17 2.78
H 3.04 0.10 -0.44
H 0.51 -1.62 0.02
H 2.10 -2.23 -1.89
H 0.48 1.12 -1.17
*
```



Record 2
C9H18F3I2LuO3P2 | ωB97M-V/def2-TZVPD

- Kohn-Sham gap: 6.5 eV
- Relative energy (zero: lowest compared OMol25 entry of this formula, charge and spin): 0.037 eV
- Highest occupied orbital energy: -15.15 eV
- Total energy: -92305.7451 eV
- Lowest unoccupied orbital energy: -8.6 eV

The geometry in ORCA input format:
```
! RIJCOSX wB97M-V def2-TZVPD def2/J DEFGRID3
* xyz 2 1
Lu -0.48 -0.83 0.63
I -2.12 3.05 -2.11
I 0.51 3.31 -1.99
P 0.17 -1.69 -1.97
P -0.56 1.57 2.04
F 1.13 -4.41 3.56
F 2.91 -3.20 3.10
F 1.45 -3.67 1.55
O 2.95 -1.03 0.36
O -0.16 -1.73 2.39
O 1.19 -1.37 4.16
C 0.79 1.78 3.26
C -1.02 3.31 1.82
C 0.22 -0.54 -3.39
C 1.81 -0.80 0.32
C -1.86 1.01 3.21
C 1.62 -2.73 -2.39
C -1.17 -2.84 -2.50
C 1.58 -3.33 2.86
C 0.83 -2.02 3.22
H 1.67 2.16 2.73
H 1.85 -3.41 -1.56
H -0.21 3.83 1.31
H -2.80 0.86 2.66
H 0.51 2.51 4.04
H -1.89 3.35 1.17
H -1.59 0.05 3.67
H -2.14 -2.34 -2.39
H -0.98 -3.09 -3.55
H 1.17 0.02 -3.38
H 0.14 -1.12 -4.32
H -1.16 -3.74 -1.88
H -2.01 1.78 3.98
H 1.41 -3.30 -3.31
H 2.49 -2.08 -2.55
H -0.60 0.19 -3.32
H 1.06 0.82 3.72
H -1.22 3.80 2.78
*
```



Record 3
C30H55N4OP2PbS | ωB97M-V/def2-TZVPD

- Kohn-Sham gap (spin up / spin down): 4.4 / 6.6 eV
- Relative energy (zero: lowest compared OMol25 entry of this formula, charge and spin): 2.120 eV
- Highest occupied orbital energy (spin up / spin down): -16.11 / -16.43 eV
- Total energy: -74645.1340 eV
- Lowest unoccupied orbital energy (spin up / spin down): -11.7 / -9.8 eV

The geometry in ORCA input format:
```
! RIJCOSX wB97M-V def2-TZVPD def2/J DEFGRID3
* xyz 3 1
Pb -0.26 0.19 0.48
S -1.52 0.60 3.27
P 2.52 0.43 -0.33
P -2.69 -0.96 -0.36
O -0.13 3.82 2.02
N -0.04 -0.96 4.88
N 0.10 -1.81 -1.10
N -0.09 1.11 -1.75
N 0.16 1.29 5.25
C -5.41 -0.06 -0.59
C 4.01 1.72 1.69
C -0.02 2.36 -4.05
C -2.14 -3.34 1.01
C -4.40 -3.21 -0.06
C 0.74 -4.20 -2.38
C 3.64 0.27 1.32
C -0.83 -2.50 -1.79
C -3.33 -2.42 0.69
C 2.77 -0.34 2.43
C -1.41 2.10 -4.63
C 2.43 -1.15 -1.09
C 3.27 2.57 -1.86
C 4.90 -0.59 1.21
C -3.97 0.37 -0.88
C 5.12 0.87 -1.69
C -0.55 -3.68 -2.47
C -0.15 2.79 1.52
C 0.22 1.47 -2.82
C -3.83 0.68 -2.38
C -0.41 0.29 4.53
C 0.07 3.83 -3.67
C 3.61 1.09 -1.82
C -3.65 1.65 -0.08
C 3.20 0.39 -3.12
C 1.01 2.04 -5.13
C 1.72 -3.44 -1.76
C 1.42 -2.12 -1.28
C -3.89 -1.89 2.01
C -2.20 -1.85 -1.91
H 4.67 -1.64 0.99
H -2.65 2.03 -0.31
H -4.75 -1.22 1.88
H 3.35 -0.36 3.36
H -5.30 -2.62 -0.28
H -2.50 -4.13 1.69
H 0.84 2.64 -6.03
H -4.69 -4.06 0.57
H 3.69 0.87 -3.98
H -3.71 1.48 1.00
H 0.46 1.10 6.20
H -4.03 -3.63 -1.00
H -2.19 2.45 -3.94
H -1.34 -4.15 -3.05
H 5.42 -0.56 2.18
H -6.07 0.77 -0.87
H 3.81 3.06 -2.69
H 0.62 -1.13 5.64
H -5.70 -0.93 -1.19
H 3.12 2.35 1.78
H 2.20 2.71 -2.01
H -0.42 -1.75 4.37
H 2.11 0.47 -3.28
H 4.52 1.73 2.66
H -0.70 4.08 -2.93
H -4.11 -0.18 -3.01
H 3.45 -0.67 -3.13
H 5.62 -0.24 0.46
H -1.59 1.04 -4.86
H -2.80 0.98 -2.63
H 3.44 -1.59 -1.05
H 0.95 -5.19 -2.79
H -0.23 2.22 5.10
H -2.16 -1.10 -2.72
H -0.09 4.44 -4.57
H 2.73 -3.80 -1.63
H -4.23 -2.74 2.61
H -4.38 2.42 -0.35
H 2.47 -1.38 2.20
H 5.38 -0.20 -1.64
H 3.54 3.08 -0.92
H -1.74 -3.82 0.12
H -4.50 1.52 -2.63
H -5.58 -0.28 0.47
H 1.86 0.25 2.63
H -1.52 2.66 -5.56
H 0.95 0.99 -5.43
H -1.32 -2.81 1.53
H 1.05 4.09 -3.26
H 2.02 2.25 -4.79
H -2.96 -2.60 -2.18
H 4.68 2.18 0.94
H 5.57 1.38 -0.83
H 5.59 1.28 -2.60
H -3.14 -1.33 2.59
*
```



Record 4
C36H34IIrN4P2Se2 | ωB97M-V/def2-TZVPD

- Kohn-Sham gap (spin up / spin down): 3.2 / 4.3 eV
- Highest occupied orbital energy (spin up / spin down): -4.12 / -6.70 eV
- Total energy: -204044.4380 eV
- Lowest unoccupied orbital energy (spin up / spin down): -0.9 / -2.4 eV

The geometry in ORCA input format:
```
! RIJCOSX wB97M-V def2-TZVPD def2/J DEFGRID3
* xyz 0 5
Ir -11.17 -9.83 -6.33
I -8.52 -8.71 -6.37
Se -10.45 -12.25 -6.10
Se -17.98 -11.39 -5.21
P -16.38 -12.64 -5.94
P -12.42 -13.06 -5.71
N -15.23 -10.09 -6.10
N -14.09 -9.47 -6.01
N -10.95 -8.75 -4.59
N -13.05 -10.41 -6.14
C -16.97 -14.94 -4.46
C -16.32 -13.73 -4.47
C -10.93 -10.15 -8.17
C -12.11 -15.56 -8.94
C -16.42 -12.58 -8.66
C -9.32 -7.09 -3.73
C -12.64 -14.03 -1.23
C -12.36 -15.06 -2.11
C -10.31 -8.80 -9.98
C -12.65 -8.59 -9.06
C -14.98 -11.50 -6.02
C -13.00 -16.94 -7.22
C -12.57 -16.81 -8.52
C -16.87 -13.08 -9.85
C -12.56 -13.61 -3.96
C -16.63 -15.15 -2.16
C -17.08 -14.44 -9.99
C -11.81 -8.44 -3.52
C -12.79 -12.73 -1.73
C -16.44 -13.44 -7.54
C -15.93 -13.94 -2.13
C -16.44 -14.85 -7.70
C -12.83 -12.56 -3.06
C -12.11 -14.85 -3.46
C -12.13 -14.44 -8.11
C -13.60 -11.68 -6.06
C -16.66 -15.37 -8.98
C -12.59 -14.53 -6.85
C -9.78 -8.10 -4.70
C -11.51 -9.52 -9.36
C -15.96 -13.12 -3.24
C -11.92 -10.76 -10.18
C -13.07 -15.78 -6.43
C -17.26 -15.62 -3.32
C -10.15 -6.87 -2.63
C -11.39 -7.54 -2.54
H -16.50 -15.74 -1.26
H -12.83 -8.91 -3.50
H -13.14 -11.66 -3.65
H -10.02 -8.06 -9.21
H -10.66 -8.21 -10.88
H -11.75 -13.43 -8.47
H -17.95 -16.44 -3.33
H -12.14 -7.37 -1.83
H -12.88 -11.83 -1.00
H -13.63 -15.83 -5.51
H -11.62 -15.71 -4.04
H -11.61 -15.45 -9.94
H -12.67 -7.77 -9.85
H -16.91 -12.45 -10.74
H -15.75 -12.08 -3.12
H -12.60 -17.64 -9.26
H -12.52 -7.92 -8.17
H -17.42 -15.42 -5.36
H -11.01 -11.31 -10.39
H -13.58 -9.16 -9.09
H -9.52 -9.53 -10.20
H -10.19 -10.91 -8.54
H -16.19 -15.49 -6.88
H -8.42 -6.59 -4.01
H -15.44 -13.58 -1.20
H -13.20 -17.88 -6.77
H -17.43 -14.77 -10.94
H -12.37 -10.37 -11.11
H -16.70 -16.46 -9.17
H -12.69 -14.27 -0.17
H -16.20 -11.52 -8.63
H -12.23 -15.96 -1.54
H -10.01 -6.08 -1.95
H -12.63 -11.36 -9.66
*
```



Record 5
C26H20BrGaN2O7 | ωB97M-V/def2-TZVPD

- Kohn-Sham gap: 6.2 eV
- Highest occupied orbital energy: -13.78 eV
- Total energy: -167007.2256 eV
- Lowest unoccupied orbital energy: -7.6 eV

The geometry in ORCA input format:
```
! RIJCOSX wB97M-V def2-TZVPD def2/J DEFGRID3
* xyz 2 1
Br -2.88 -4.44 0.28
Ga -0.76 0.78 0.41
O 0.68 3.18 3.40
O 0.11 1.28 -1.11
O 0.11 1.48 2.16
O 0.77 -0.55 0.49
O -2.61 1.04 -1.01
O 1.69 0.85 -2.61
O -3.68 2.69 -2.10
N -1.96 -0.56 1.19
N -1.49 2.72 0.64
C 0.16 -1.92 -2.54
C 5.75 -0.57 -0.06
C -0.37 -3.11 -3.04
C -1.97 5.42 0.64
C 3.52 -0.01 0.62
C 3.01 -0.67 -0.50
C -3.72 -2.46 2.15
C 1.52 -0.68 -0.79
C -1.99 -1.79 0.63
C -0.06 -4.32 -2.44
C 5.25 -1.21 -1.19
C 0.02 2.68 2.41
C -2.59 4.61 -0.29
C -1.10 4.86 1.58
C -2.89 2.21 -1.18
C -2.87 -2.76 1.09
C 0.79 -4.35 -1.33
C 1.13 0.56 -1.60
C 1.01 -1.95 -1.44
C -0.89 3.50 1.53
C 4.89 0.02 0.84
C -2.79 -0.27 2.21
C 3.88 -1.26 -1.41
C -3.67 -1.19 2.71
C 1.32 -3.17 -0.84
C -2.32 3.25 -0.26
H -3.26 5.00 -1.04
H -2.15 6.49 0.64
H 5.28 0.53 1.71
H 6.82 -0.54 0.10
H -0.60 5.50 2.30
H -4.32 -0.93 3.54
H -0.06 -0.99 -3.05
H -4.40 -3.21 2.52
H 1.30 -0.86 1.24
H -4.00 1.98 -2.68
H -0.47 -5.24 -2.83
H 0.55 4.14 3.52
H 5.92 -1.67 -1.90
H -1.01 -3.09 -3.91
H 1.04 -5.29 -0.87
H 2.87 0.50 1.33
H -2.72 0.73 2.62
H -1.30 -1.99 -0.18
H 3.49 -1.75 -2.29
H 2.00 -3.20 0.00
*
```



Record 6
CH3IO3S | ωB97M-V/def2-TZVPD

- Kohn-Sham gap: 8.4 eV
- Relative energy (zero: lowest compared OMol25 entry of this formula, charge and spin): 3.814 eV
- Highest occupied orbital energy: -9.17 eV
- Total energy: -26158.9172 eV
- Lowest unoccupied orbital energy: -0.7 eV

The geometry in ORCA input format:
```
! RIJCOSX wB97M-V def2-TZVPD def2/J DEFGRID3
* xyz 0 1
I -0.81 2.77 2.28
S -0.73 -0.40 1.68
O -1.70 -1.39 1.89
O -1.62 1.15 1.55
O 0.56 3.22 1.21
C -0.45 -0.51 -0.15
H -1.37 -0.08 -0.64
H 0.43 -0.04 -0.30
H -0.63 -1.56 -0.13
*
```



Record 7
C6H11N | ωB97M-V/def2-TZVPD

- Kohn-Sham gap: 8.7 eV
- Relative energy (zero: lowest compared OMol25 entry of this formula, charge and spin): 2.763 eV
- Highest occupied orbital energy: -7.53 eV
- Total energy: -7887.7679 eV
- Lowest unoccupied orbital energy: 1.2 eV

The geometry in ORCA input format:
```
! RIJCOSX wB97M-V def2-TZVPD def2/J DEFGRID3
* xyz 0 1
N -1.89 -0.95 -0.78
C 0.90 0.18 -0.74
C -1.92 -0.23 0.38
C 1.06 -0.81 0.71
C 2.12 0.05 0.11
C -0.08 1.29 -0.40
C -1.07 0.80 0.62
H -2.24 -1.90 -0.72
H 2.45 0.91 0.69
H -1.18 1.36 1.54
H 0.98 -0.15 -1.78
H 0.99 -1.86 0.46
H 2.94 -0.50 -0.35
H 0.75 -0.59 1.73
H -2.65 -0.53 1.12
H 0.45 2.16 0.01
H -0.60 1.62 -1.31
H -0.99 -0.85 -1.28
*
```



Record 8
C19H30F2N4O4S2 | ωB97M-V/def2-TZVPD

- Kohn-Sham gap: 7.5 eV
- Highest occupied orbital energy: -9.05 eV
- Total energy: -61441.2360 eV
- Lowest unoccupied orbital energy: -1.6 eV

The geometry in ORCA input format:
```
! RIJCOSX wB97M-V def2-TZVPD def2/J DEFGRID3
* xyz 0 1
S 3.45 4.19 -3.82
S 4.12 2.48 -1.89
F 5.52 3.23 -1.92
F 2.95 3.89 -5.29
O 3.41 3.15 -0.84
O 2.36 4.91 -3.24
O 4.50 1.13 -1.65
O 4.69 4.86 -4.01
N 0.41 0.30 0.26
N -2.76 -2.38 5.49
N 1.92 -2.51 -1.16
N 3.57 2.67 -3.34
C -1.34 1.50 1.15
C 2.61 -1.34 -1.72
C -0.43 -0.02 -2.18
C -0.69 0.00 -0.66
C 0.06 1.04 1.23
C -1.88 0.83 -0.17
C 1.00 0.43 -2.57
C 2.31 -3.06 0.03
C 0.54 -4.21 -0.75
C 0.86 -3.21 -1.64
C -4.99 1.34 -1.61
C 1.94 -0.72 -2.95
C -2.15 -0.67 3.75
C -4.21 0.72 -0.95
C 1.48 -4.11 0.31
C -2.18 1.55 2.44
C -3.21 0.04 -0.15
C -1.63 0.77 3.65
C -2.00 -1.17 5.19
H 2.64 -0.57 -0.96
H 1.46 1.08 -1.84
H -3.02 -0.92 -0.64
H -2.29 2.59 2.72
H -3.61 -2.45 4.95
H 1.48 -1.44 -3.60
H 1.36 -0.07 0.21
H 1.51 -4.77 1.16
H -2.07 1.66 -0.85
H -5.46 2.05 -2.25
H 0.90 1.03 -3.47
H -3.20 1.21 2.26
H -3.57 -0.18 0.85
H -0.63 -1.01 -2.56
H 0.75 1.32 2.02
H -2.33 -0.38 5.87
H 3.64 -1.61 -1.93
H -0.26 -4.91 -0.86
H -0.94 -1.35 5.37
H -2.22 -3.22 5.42
H -0.97 -1.03 -0.44
H 2.74 -0.25 -3.53
H -0.55 0.81 3.73
H -1.54 -1.31 3.10
H -2.01 1.28 4.54
H -3.20 -0.68 3.47
H -1.14 0.66 -2.65
H -1.19 2.55 0.87
H 3.13 -2.69 0.62
H 0.36 -3.01 -2.57
*
```